Entry 1:
Molecular formula: C3H11N
Method: DFT, ωB97M-V/def2-TZVPD

Results
Calculated total energy   -4779.3911 eV
SMILES   CCC.N
Lowest unoccupied orbital energy   0.90 eV
HOMO   -9.9 eV

Last column: Mulliken charge in e.
Element x y z (Å)
C 0.82071 -1.61228 0.21335  -0.977
C -0.65049 -1.12290 0.15989  -0.134
C -1.32353 -1.09912 1.53107  -1.216
H 0.84179 -2.66688 -0.09195  0.253
H 1.48443 -1.00891 -0.39535  0.292
H 1.13592 -1.62970 1.25274  0.307
H -0.66821 -0.09999 -0.20806  0.172
H -1.26771 -1.68103 -0.53456  0.321
H -0.73902 -0.46769 2.19914  0.338
H -1.47384 -2.06984 2.01562  0.312
H -2.34377 -0.68926 1.45101  0.331
N 0.98949 3.46263 -1.73394  -0.653
H 0.76813 3.48980 -0.74943  0.218
H 1.78570 2.86718 -1.90029  0.220
H 0.16947 3.18778 -2.24839  0.216

Force components x, y, z for each atom (eV/Å):
C -1.2099 -0.7789 0.1171
C 0.2983 0.2780 0.3818
C -0.6203 0.0754 -0.0192
H 0.2942 0.2794 -0.1792
H 0.1370 -0.0816 -0.0395
H 0.3314 0.3018 0.0777
H 0.0198 0.1938 -0.0879
H 0.0876 -0.3116 -0.2182
H -0.1029 0.0213 0.1678
H 0.4004 -0.0709 -0.2367
H 0.3669 0.1026 0.0322
N 0.0554 0.5768 0.1830
H 0.0626 -0.1103 0.0003
H -0.1995 -0.1948 -0.0574
H 0.0788 -0.2809 -0.1217

Entry 2:
Molecular formula: C10H14BClN6O4Re
Method: DFT, ωB97M-V/def2-TZVPD

Results
Calculated total energy   -42992.6017 eV
Charge   +4
Spin multiplicity   4
Lowest unoccupied orbital energy (spin up / spin down)   -18.19 / -18.48 eV
Expectation value of S²   3.80
HOMO (spin up / spin down)   -23.1 / -22.8 eV

Last column: Mulliken charge in e.
Element x y z (Å)
C -0.55733 1.38370 1.81441  0.012
N -0.57237 0.64505 0.67473  -0.472
N -1.90492 0.61120 0.24149  0.304
C -2.61634 1.48086 0.99495  0.056
C -1.80972 1.98858 1.97854  -0.944
B -2.49470 -0.08418 -1.05932  -0.007
N -1.40407 0.44392 -2.04909  0.089
N -0.02736 0.36958 -1.86242  -0.418
C 0.52368 0.80332 -3.02963  0.033
C -0.47986 1.36879 -3.85231  -1.029
C -1.68323 1.18461 -3.16201  0.092
Re 1.48922 0.45542 -0.23010  1.648
N -2.96661 -1.67367 -1.02453  0.524
N -2.09015 -2.72748 -0.84040  -0.529
C -2.74648 -3.87147 -0.77891  -0.115
C -4.10741 -3.61088 -1.03700  -0.512
C -4.19746 -2.23220 -1.19256  0.000
H -2.22023 -4.80656 -0.56420  0.484
H -5.03528 -1.57882 -1.44985  0.473
H -4.92416 -4.30109 -1.17496  0.460
H -3.40482 0.64318 -1.44485  -0.022
H -2.70870 1.54763 -3.33918  0.468
H -3.65981 1.71012 0.76479  0.512
H -0.33364 1.81923 -4.81558  0.478
H -2.06569 2.70339 2.74709  0.488
H 1.57680 0.60386 -3.17627  0.583
H 0.29179 1.45651 2.48630  0.842
H 4.02182 0.86866 -0.65165  0.420
C 3.14285 1.49729 -0.43553  -0.813
H 2.93595 2.18909 -1.28427  0.474
H 1.96696 -0.48799 -1.30245  0.293
H 3.30536 2.05618 0.49992  0.457
O 4.03274 -0.61939 2.40862  -0.389
Cl 3.11334 -0.28713 3.52577  1.206
O 3.89904 0.28403 4.64688  -0.207
O 2.09143 0.69476 3.11136  -0.576
O 1.75101 -0.78164 0.91967  -0.362

Force components x, y, z for each atom (eV/Å):
C 1.3340 -1.4773 -1.8179
N 1.4779 1.2634 2.5981
N -1.7398 1.5965 1.1344
C -0.8365 -1.8819 -2.7438
C -0.3212 1.2264 1.9549
B -0.8674 -0.2788 -1.3911
N -0.3118 0.2040 1.0455
N 1.2745 -0.0571 -0.0167
C -0.8681 0.4828 -0.8597
C 1.0482 -0.4904 0.8063
C 1.0988 -0.8787 0.6581
Re -4.5969 -3.1607 4.1279
N -0.9256 0.7080 -0.2426
N 1.4485 -0.3113 0.6601
C 0.2378 0.4577 0.0197
C 0.1668 -2.0807 0.0774
C 0.6994 4.2313 -0.3355
H -0.3220 0.3660 -0.2589
H 0.0259 -0.5122 0.1586
H -0.0820 -0.1719 0.0887
H 0.0101 -0.9923 0.8756
H 0.6130 -0.5277 -0.2060
H 0.2385 -0.2892 0.1794
H 0.0329 0.1778 -0.2045
H -0.1334 0.0982 0.1435
H 0.0916 0.4276 -0.4804
H 0.3000 0.0389 -0.1600
H 0.3359 -0.1326 0.1453
C -0.8214 0.2849 -0.8295
H 0.2442 0.0405 0.1922
H 1.0985 -1.8687 -2.3030
H 0.2185 0.1626 0.4558
O -1.8128 -0.0168 0.9600
Cl 3.5849 1.5545 0.2105
O -1.1911 -0.9969 -0.5392
O -0.4065 -0.4901 -0.5572
O -0.3434 3.2940 -3.5461

Entry 3:
Molecular formula: C28H29N5SiTi
Method: DFT, ωB97M-V/def2-TZVPD

Results
Calculated total energy   -67944.4585 eV
Charge   +1
Spin multiplicity   2
Lowest unoccupied orbital energy (spin up / spin down)   -2.89 / -2.84 eV
Expectation value of S²   0.76
HOMO (spin up / spin down)   -10.4 / -10.3 eV

Last column: Mulliken charge in e.
Element x y z (Å)
Ti -0.43262 0.03586 -0.74516  0.233
C -3.58301 5.63049 -2.86832  -1.586
C -2.70807 4.63830 -2.14676  0.100
C -1.53270 5.02212 -1.51118  -1.264
C -0.73748 4.10764 -0.84648  -0.325
C -1.06456 2.75318 -0.79012  0.649
N -0.24928 1.78909 -0.16368  -0.026
C 0.83495 2.14453 0.67446  0.043
C 0.65046 2.97907 1.77153  -0.143
C 1.70134 3.31851 2.59956  -0.946
C 2.98138 2.81504 2.37274  0.056
C 4.13089 3.15059 3.28776  -1.601
C 3.16412 1.97406 1.28862  -0.521
C 2.11727 1.65311 0.43430  0.842
N 2.42383 0.82474 -0.71226  0.363
C 3.63521 0.56813 -1.22708  -0.014
C 3.48201 -0.23134 -2.33803  -1.209
C 2.11337 -0.41900 -2.44668  -0.490
N 1.46537 0.21451 -1.46370  -0.048
C -2.24430 2.36739 -1.45154  1.003
C -3.04887 3.29747 -2.09162  -0.664
N -2.69797 0.97617 -1.48139  0.709
C -3.63332 0.44069 -2.29915  -0.102
C -4.01943 -0.77657 -1.78890  -1.051
C -3.25762 -0.93823 -0.63311  -0.187
N -2.45767 0.11056 -0.43606  -0.724
H -3.31862 6.65251 -2.60103  0.376
H -4.63568 5.48072 -2.62638  0.373
H -3.47589 5.53243 -3.95027  0.312
H -1.23454 6.06394 -1.52962  0.373
H 0.17137 4.43974 -0.36163  0.457
H -0.34820 3.34987 1.96729  0.586
H 1.52608 3.97036 3.44706  0.419
H 3.96614 4.10482 3.78573  0.418
H 5.07114 3.21135 2.74018  0.381
H 4.24782 2.39058 4.06268  0.302
H 4.14784 1.55200 1.12260  0.190
H 4.53044 0.97287 -0.78889  0.472
H 4.25822 -0.61942 -2.97368  0.484
H 1.55964 -0.98461 -3.17790  0.496
H -3.98348 2.97963 -2.53663  0.429
H -3.96762 0.96234 -3.17957  0.483
H -4.73829 -1.45822 -2.21018  0.461
H -3.24188 -1.75005 0.07612  0.513
C -0.41220 -2.49206 -1.23082  -1.091
Si 0.29947 -1.96472 0.50868  0.466
C -0.52951 -3.00283 1.81702  -1.341
C 2.11617 -2.39595 0.51335  0.553
C 2.65181 -3.45246 -0.22763  -0.106
C 4.00644 -3.75919 -0.16497  -0.733
C 4.85221 -3.01526 0.64828  -0.475
C 4.33866 -1.96760 1.40125  -0.691
C 2.98431 -1.66278 1.32995  -0.508
H 0.31595 -3.04129 -1.82685  0.586
H -0.70917 -1.62952 -1.87202  0.106
H -1.31372 -3.09633 -1.14053  0.465
H -0.43327 -4.06271 1.56592  0.409
H -1.58681 -2.76984 1.96283  0.354
H -0.01697 -2.83912 2.76817  0.323
H 2.01084 -4.05685 -0.86080  0.360
H 4.40095 -4.58445 -0.74452  0.419
H 5.90602 -3.25892 0.70289  0.413
H 4.99183 -1.39418 2.04938  0.454
H 2.59711 -0.84043 1.92603  0.414

Force components x, y, z for each atom (eV/Å):
Ti 0.0773 -0.8650 0.5609
C 0.0382 -0.0379 0.0397
C -0.0219 0.1232 -0.0386
C 0.0395 0.0608 0.0222
C 0.0468 0.0941 -0.0083
C 0.2751 -0.2669 0.2423
N 0.0915 1.4806 0.2167
C -0.4076 0.2005 -0.5418
C 0.0325 0.0145 0.2063
C -0.0234 0.0031 0.0542
C 0.0561 0.0685 0.0614
C -0.0739 -0.0238 -0.0259
C 0.1348 -0.0740 0.0726
C 0.2375 -0.2767 -0.3349
N -0.4174 0.3500 0.0805
C 0.1683 0.0155 0.0518
C 0.0452 0.0120 -0.0583
C -0.0273 -0.0493 0.0547
N 1.3727 -0.0728 -0.3817
C -0.2303 -0.3750 0.0790
C -0.1080 -0.0231 -0.0400
N 0.0963 0.1140 0.0998
C 0.0437 0.1461 -0.0448
C -0.0621 -0.0342 -0.0072
C -0.1763 0.2136 -0.0258
N -1.1018 -0.0323 0.0531
H 0.0017 -0.0227 0.0042
H 0.0131 -0.0083 0.0033
H 0.0080 -0.0058 0.0103
H 0.0020 -0.0302 0.0077
H -0.0308 -0.0035 -0.0252
H 0.0306 0.0160 -0.0059
H 0.0004 -0.0039 -0.0253
H -0.0006 -0.0037 -0.0042
H -0.0162 -0.0059 -0.0089
H -0.0173 -0.0059 -0.0025
H -0.0461 0.0157 0.0088
H -0.0479 -0.0117 -0.0356
H -0.0249 0.0278 0.0110
H -0.0128 -0.0312 -0.0011
H 0.0235 0.0154 0.0145
H 0.0091 -0.0194 0.0195
H 0.0141 0.0364 0.0255
H 0.0798 -0.0659 -0.0659
C 0.1806 -0.0340 0.1809
Si -0.2898 -0.1719 -0.2143
C -0.1009 -0.0682 0.1720
C 0.2656 0.0441 0.0264
C 0.1465 0.0433 0.0113
C -0.0406 0.0456 0.0152
C -0.0294 -0.0071 -0.0174
C -0.0504 0.0060 -0.0154
C 0.0747 -0.0544 -0.0103
H 0.0010 0.0112 -0.0216
H -0.1364 -0.4269 -0.4376
H -0.0505 0.0168 -0.0527
H -0.0138 0.0164 0.0541
H 0.0462 -0.0129 -0.0150
H -0.0677 -0.0372 0.0071
H 0.0202 0.0003 0.0205
H -0.0049 0.0076 0.0087
H -0.0260 0.0043 -0.0049
H -0.0213 -0.0171 -0.0138
H 0.0055 -0.0248 -0.0112

Entry 4:
Molecular formula: C8H9NO
Method: DFT, ωB97M-V/def2-TZVPD

Results
Calculated total energy   -11971.4645 eV
Lowest unoccupied orbital energy (spin up / spin down)   -0.05 / -0.05 eV
HOMO (spin up / spin down)   -7.4 / -7.4 eV

Last column: Mulliken charge in e.
Element x y z (Å)
C 1.29573 1.27223 0.28792  -0.628
C 2.37377 0.49450 -0.01092  -0.355
C -0.02331 1.31379 -0.19984  -0.045
C 1.09777 -1.41395 -0.74520  -0.516
C -0.92164 -0.84236 0.39685  0.443
C -1.83806 -1.01422 1.37506  -0.819
C 2.44394 -0.98644 -0.30282  -0.098
C -2.22063 0.85331 -1.00649  -0.851
N -0.98987 0.40336 -0.28616  0.333
O 0.32119 -1.36718 0.35265  -0.092
H 1.53150 2.27969 0.56891  0.297
H 3.36488 1.01524 -0.03193  0.288
H -1.83855 -1.97892 1.93407  0.263
H -2.56972 -0.22787 1.56931  0.238
H 3.24365 -1.28256 -0.98280  0.396
H 2.63687 -1.41081 0.75392  0.175
H -3.05819 1.05771 -0.31897  0.311
H -2.16551 1.71955 -1.65698  0.311
H -2.68384 0.11492 -1.69659  0.349

Force components x, y, z for each atom (eV/Å):
C 1.2526 -0.3120 -0.2612
C 0.3763 0.9586 0.0552
C -2.0544 -0.5767 -1.2714
C -0.9264 0.4861 -0.6157
C -1.7899 1.4601 1.5094
C 0.8974 -1.9549 -0.4989
C 0.0543 -1.0910 2.0488
C -1.8082 -1.1768 -0.0401
N 0.9018 2.0985 -1.3297
O 0.9274 -0.5555 0.3503
H 0.5458 0.3946 0.4265
H -0.9264 -0.6293 0.2499
H -0.0730 1.1339 -0.2365
H 0.1290 -0.5836 -0.2619
H -0.1888 0.1936 0.0117
H 0.0812 0.2154 -1.4126
H 0.5411 0.0268 0.1745
H 1.1834 0.2540 0.5008
H 0.8768 -0.3418 0.6009

Entry 5:
Molecular formula: C14H33Cl2GdN2O2P2
Method: DFT, ωB97M-V/def2-TZVPD

Results
Calculated total energy   -86571.6527 eV
Charge   +2
Spin multiplicity   8
Lowest unoccupied orbital energy (spin up / spin down)   -10.56 / -10.25 eV
Expectation value of S²   16.06
HOMO (spin up / spin down)   -14.8 / -14.5 eV

Last column: Mulliken charge in e.
Element x y z (Å)
C -0.84277 0.06184 -4.29652  -0.621
C -1.08355 -0.15819 -2.88384  0.832
H -1.70008 0.32869 -4.94409  0.411
H -0.26059 -0.80810 -4.66755  0.243
H -0.10730 0.86736 -4.32952  0.101
O -2.00082 -0.48631 -2.16274  -0.198
Cl 2.31111 -0.00756 -3.19336  -0.322
Gd 0.85129 0.14790 -0.92914  -0.312
P 0.95938 -2.43254 -1.31692  0.929
C -0.19903 -3.17066 -0.11077  -1.066
C 0.71276 -3.22190 -2.91788  -1.074
H 0.94385 -4.29932 -2.81118  0.455
H 2.85625 -3.90630 -0.88589  0.469
H 1.37887 -2.71865 -3.64609  0.321
H 3.35960 -2.20367 -1.28903  0.348
H -1.22810 -2.87894 -0.38626  0.298
H -0.32874 -3.05988 -3.25783  0.323
C 2.65663 -2.83698 -0.71843  -1.142
H -0.08262 -4.26712 -0.13921  0.487
H 2.80651 -2.56681 0.34223  0.338
H -0.05768 -2.79502 0.92115  0.155
P 0.73872 2.67617 -1.57224  1.097
C -0.39674 3.36790 -0.30453  -1.312
C 2.39930 3.32414 -1.08860  -1.307
H 0.98723 2.98510 -3.92136  0.341
H 0.34672 4.49504 -3.08392  0.461
H -0.73194 3.05413 -3.43444  0.315
C 0.28863 3.39155 -3.16274  -1.162
H 3.13173 2.62717 -1.53407  0.382
H 2.55593 4.34777 -1.45772  0.440
H -0.39173 4.47047 -0.35675  0.583
H -0.10138 3.03196 0.70774  0.297
H 2.54256 3.24765 0.00611  0.382
H -1.41467 2.97569 -0.48369  0.302
Cl 3.01528 0.51420 0.50311  -0.368
C 1.24807 -1.14514 2.57702  -0.874
N -0.20275 -0.97569 2.65588  0.333
C -0.86464 -1.60388 3.79337  -0.717
C -1.40384 -0.47134 4.63038  -0.688
C -2.44293 0.30617 3.85180  -0.669
N -1.96255 0.51504 2.48324  0.120
C -2.70601 1.49316 1.70415  -0.968
C -0.90394 -0.06772 1.93838  0.072
O -0.58852 0.23171 0.72532  0.040
H 1.55731 -1.73850 1.72300  0.024
H 1.55980 -1.63461 3.51959  0.401
H 1.78007 -0.17037 2.45961  0.277
H -1.69062 -2.24107 3.40300  0.258
H -0.10952 -2.20486 4.28662  0.438
H -0.58828 0.20686 4.89429  0.326
H -1.85007 -0.86965 5.53481  0.392
H -2.64007 1.29724 4.27475  0.497
H -3.38252 -0.26705 3.80874  0.333
H -3.05528 1.08137 0.74366  0.296
H -3.56607 1.77275 2.31653  0.482
H -2.10222 2.38878 1.48184  0.197

Force components x, y, z for each atom (eV/Å):
C 2.0992 0.5391 -0.9052
C -8.1045 -2.0635 2.2281
H -0.2396 -0.4362 0.9513
H -0.3111 0.2374 0.1849
H 0.1558 0.0334 -0.2927
O 6.4174 1.9769 -3.1370
Cl -0.8202 0.0164 0.1460
Gd 2.9435 0.0763 2.2940
P 0.2344 -1.4790 0.5953
C -0.3180 -0.2957 -0.0220
C 0.0436 -0.2038 -0.2837
H -0.2287 0.4836 -0.4220
H 0.0258 0.3398 0.0870
H -0.1575 -0.4667 0.4000
H -0.1881 -0.4638 0.1105
H 0.3208 -0.3584 -0.0152
H 0.4082 -0.3651 0.2354
C 0.0632 0.3117 -0.2994
H -0.2597 0.3556 0.1859
H -0.2685 -0.2512 -0.5223
H 0.1940 -0.2177 -0.6396
P -0.2491 2.3106 0.1323
C -0.2960 -0.0133 -0.0905
C 0.2060 -0.7475 -0.1589
H -0.2317 0.4702 0.3351
H -0.0983 -0.5687 -0.3938
H 0.4314 0.4595 0.1689
C -0.0704 0.0847 -0.3178
H -0.1102 0.5424 0.0863
H -0.1617 -0.2838 0.1005
H -0.0569 -0.4205 0.1088
H 0.0681 0.2304 -0.5613
H -0.2599 0.1675 -0.6095
H 0.3965 0.3716 -0.0054
Cl -0.6926 -0.0683 -0.7802
C 0.3809 0.9854 0.1900
N 0.1019 -0.3131 -0.5584
C -0.7039 0.3590 -0.6419
C -0.1916 0.1081 0.7821
C 0.1260 -0.4751 -0.0009
N -0.3079 0.2532 -0.5171
C -0.3076 0.2181 -0.3956
C 0.3218 -0.2785 0.2727
O 0.0244 -0.0627 0.7213
H 0.0184 -0.2944 0.0204
H 0.0314 0.2986 -0.7298
H -0.5855 -0.8279 0.3900
H 0.5041 0.1650 0.4602
H -0.3215 -0.1293 0.2497
H 0.0467 -0.1899 0.1633
H -0.0605 0.1519 0.2643
H 0.0441 -0.3085 0.1015
H 0.1526 0.3018 -0.0412
H 0.0611 0.0470 0.4047
H 0.0663 0.0927 -0.3424
H -0.2868 -0.4053 0.3135